No. 1
Computed, not measured: a molecular structure, C9H8BF5O5Re, with ωB97M-V/def2-TZVPD.

Output
Orbital gap (alpha / beta) (hartree): 0.34062 / 0.28045
Calculated total energy (Eh): -1326.48622
Spin multiplicity: 4
Charge: 0
<S²>: 3.77
Relative energy (zero: lowest compared OMol25 entry of this formula, charge and spin) (eV): 0.626

Cartesian coordinates (Å):
Re 1.54392 1.14783 0.30440
O -0.03209 0.54626 -3.51524
C 0.23096 0.35632 -2.35413
O 1.20674 0.84386 -1.70048
C -0.75132 -0.55051 -1.52987
C -1.55317 0.28375 -0.50683
C -2.81430 -0.51059 -0.13418
C -2.20958 -1.61865 0.75158
C -0.72183 -1.22350 0.75287
O -0.77305 0.20226 0.67612
C -0.11145 -1.61408 -0.60968
C 1.44251 -1.62326 -0.58882
O 2.03591 -2.44450 -1.23067
O 2.00635 -0.76103 0.21675
H -1.40693 -1.00866 -2.26861
H -1.72469 1.32168 -0.78639
H -3.32669 -0.88411 -1.01743
H -3.49394 0.12156 0.43464
H -2.36064 -2.62031 0.35655
H -2.61280 -1.58772 1.76208
H -0.14599 -1.54090 1.62336
H -0.38528 -2.62185 -0.92418
F -0.05163 2.45171 2.45217
C 1.11082 2.48534 1.79922
F 1.92764 3.26217 2.50455
F 0.83303 3.24370 0.61068
F 4.54114 1.94797 0.10476
B 3.58644 1.41662 0.82379
F 4.00989 0.97862 1.99302

***

No. 2
Computed, not measured: a molecular structure, C9H8BrNO, with ωB97M-V/def2-TZVPD.

Output
Orbital gap (alpha / beta) (hartree): 0.15750 / 0.22340
Calculated total energy (Eh): -3051.51561
Spin multiplicity: 3
Charge: 0
<S²>: 2.02
Relative energy (zero: lowest compared OMol25 entry of this formula, charge and spin) (eV): 0.128

Cartesian coordinates (Å):
C 0.19531 -1.67255 -2.17176
C 0.64351 -0.33681 -2.39270
C -0.17393 -2.07767 -0.86954
C 0.76852 0.54974 -1.37003
C -0.04671 -1.15641 0.09813
C 0.40705 0.15885 -0.10587
C -0.63857 -1.33692 1.45638
C 0.32968 1.10499 1.09092
C -0.40961 2.41516 0.89896
N -0.90023 -0.19473 2.10126
O -0.87456 -2.36453 2.02864
Br -0.49418 -0.20064 3.82721
H 0.14896 -2.40959 -2.94113
H 1.05269 -0.11573 -3.43044
H -0.48953 -3.13993 -0.77158
H 1.08745 1.59465 -1.52379
H 1.19602 1.15589 1.80810
H -1.44775 2.00997 0.69602
H -0.02973 2.82823 -0.11633
H -0.32441 3.18803 1.68755

***

No. 3
Computed, not measured: a molecular structure, C9H8CaN2O5S, with ωB97M-V/def2-TZVPD.

Output
Orbital gap (hartree): 0.27671
Calculated total energy (Eh): -1908.73040
Spin multiplicity: 1
Charge: +2

Cartesian coordinates (Å):
O -0.03357 -0.97819 -6.76226
C -0.02959 -0.39696 -5.78064
Ca -0.02565 -0.78250 -1.44586
O 1.63953 -2.70650 -4.11170
C 1.12918 -2.12874 -3.25461
C -1.24129 0.78990 -3.04272
O -1.85096 1.46004 -3.75156
C -1.51247 -1.81740 -3.22809
O -2.14868 -2.27352 -4.07467
C 1.51263 0.46080 -3.05608
O 2.26035 0.94886 -3.78173
S -0.08394 -2.13161 0.82634
C -0.02286 -0.71754 1.83459
N -1.15865 -0.12642 2.24798
C -1.24339 0.93888 3.25101
C 0.06609 1.69013 3.37651
C 1.30843 0.83150 3.26621
N 1.15487 -0.19071 2.22214
H -1.99707 -0.66662 2.05397
H -1.57163 0.51392 4.20974
H -2.01250 1.63482 2.90566
H 0.08906 2.21499 4.33447
H 0.10539 2.43404 2.57288
H 1.57351 0.34136 4.21408
H 2.14875 1.45654 2.95436
H 1.94445 -0.79908 2.01995

***

No. 4
Computed, not measured: C9H8Cl2N2O2 in the gas phase, with ωB97M-V/def2-TZVPD.

Output
Orbital gap (hartree): 0.32664
Calculated total energy (Eh): -1528.03291
Spin multiplicity: 1
Charge: 0
Structure (SMILES): O=C1OC[C@](Cl)(c2ccccc2)NN1Cl
Relative energy (zero: lowest compared OMol25 entry of this formula, charge and spin) (eV): 0.000

Cartesian coordinates (Å):
O -0.26324 -2.53326 -2.52294
C -0.33491 -2.31010 -1.36607
O -1.57884 -2.08726 -0.80288
C -1.66892 -1.51553 0.47245
C -0.38393 -0.96098 1.07196
Cl -0.62572 -0.88782 2.77388
C -0.00390 0.41920 0.44771
C -0.45460 0.77572 -0.78034
C -0.06010 2.02910 -1.27719
C 0.71788 2.91323 -0.56725
C 1.04974 2.57754 0.74342
C 0.70401 1.31090 1.19587
N 0.65217 -1.95731 0.79764
N 0.87358 -2.22243 -0.49637
Cl 2.09807 -0.96933 -1.34110
H -2.12805 -2.43330 1.07638
H -2.30477 -0.65956 0.48318
H -1.00025 -0.00647 -1.33609
H -0.51865 2.28615 -2.23058
H 0.88035 3.90868 -1.05059
H 1.79204 3.21192 1.20467
H 1.06252 1.06594 2.25144
H 1.49551 -1.95503 1.25283